DFT (wB97M-V/def2-TZVPD) results for C3H4LiO3Y as an isolated structure.

Summary:
Energy relative to the best compared isomer or geometry (same formula, charge and spin), kcal/mol: 0.00
⟨S²⟩: 0.7556
M, g mol⁻¹: 183.9
HOMO-LUMO gap (spin up / spin down), Eh: 0.2051 / 0.1227
F_max, eV/Å: 1.084

Geometry as ORCA input:
```
! RIJCOSX wB97M-V def2-TZVPD def2/J DEFGRID3
* xyz 1 2
O 0.062 1.248 0.421
C 1.285 0.776 0.216
C -1.021 0.357 0.470
O 2.233 1.585 0.182
O 1.471 -0.457 -0.037
C -1.739 0.076 -0.634
H -1.268 0.064 1.493
H -1.589 0.624 -1.567
H -2.589 -0.601 -0.528
Li 0.162 -1.736 -0.600
Y 3.965 0.025 -0.258
H -0.973 -1.961 0.841
*
```

Results of the natural (NBO) charge analysis, in e, for atoms 1 through 4: atom 1 (O): -0.486, atom 2 (C): 0.996, atom 3 (C): 0.112, atom 4 (O): -0.764